Molecular formula: C19H22N4O3
Method: DFT, ωB97M-V/def2-TZVPD

Values from the calculation:
energy: -32158.15913 eV
highest occupied orbital energy: -7.9601 eV
structure (SMILES): C#C[C@H](CC(=O)O)Cc1nc(CCCc2ccc3c(n2)NCCC3)no1
spin multiplicity: 1
net charge: 0
gap between HOMO and LUMO: 8.6 eV

Structure (XYZ):
```
48
Properties=species:S:1:pos:R:3:lowdin_charge:R:1
O -1.9274 -8.3041 1.5633 0.09
C -4.3230 -6.1183 0.1331 0.15
C -3.2301 -5.6049 0.1654 -0.09
N 1.6263 -2.4845 -0.6209 0.16
N -0.5586 -2.2807 -0.8209 0.19
N 1.5883 3.4312 -1.2278 0.17
O -0.8012 -7.0713 3.0608 0.10
O 0.9481 -3.5660 0.0389 0.04
C -1.3008 -7.3031 1.8091 -0.47
C 0.6773 -1.8498 -1.1947 -0.31
C -0.3472 -3.2446 -0.0455 -0.37
C 1.2965 4.6224 -0.6824 -0.29
C 1.7299 2.4186 -0.3472 -0.27
C 1.5473 2.5994 1.0047 -0.05
C 1.1086 3.8093 1.5786 0.01
C 0.9960 4.8722 0.6780 -0.14
N 1.1285 5.6162 -1.6011 0.06
C 0.9295 -0.6109 -2.2412 -0.11
C -0.9036 -6.3885 0.5871 -0.05
C -1.4392 -3.9394 0.7367 -0.06
C 1.7563 0.9285 -0.6446 -0.17
C 0.4452 6.1653 1.2672 -0.18
C 0.8783 7.0444 -1.0614 -0.13
C 0.6110 0.6609 -1.5655 -0.24
C -0.0414 6.9689 0.1203 -0.27
C -1.8132 -5.2428 0.0420 -0.31
H -5.1481 -6.7070 0.2545 0.01
H -1.1149 -7.8402 3.5317 0.11
H 1.5434 1.7501 1.6432 0.09
H 0.8177 4.0439 2.5943 0.11
H 0.6581 5.3714 -2.4027 0.09
H 1.9733 -0.5679 -2.6133 0.12
H 0.2750 -0.7479 -3.1416 0.12
H -0.8294 -7.1362 -0.2685 0.15
H 0.1450 -6.1259 0.8082 0.12
H -1.2271 -4.1934 1.7716 0.13
H -2.3000 -3.2972 0.8628 0.12
H 1.6522 0.3355 0.2097 0.08
H 2.7459 0.6609 -1.0660 0.13
H -0.5617 6.2011 1.7727 0.14
H 1.2316 6.7722 1.7441 0.12
H 1.8358 7.4697 -0.7021 0.13
H 0.3463 7.6320 -1.7577 0.10
H 0.5381 1.4517 -2.3339 0.12
H -0.3478 0.6470 -1.0271 0.13
H -0.1689 7.9863 0.4680 0.11
H -1.0041 6.4286 -0.0404 0.13
H -1.6419 -5.2632 -1.0394 0.15
```

Molecular formula: C28H34N2O6S
Method: DFT, ωB97M-V/def2-TZVPD

Values from the calculation:
energy: -55682.74795 eV
highest occupied orbital energy: -6.6883 eV
spin multiplicity: 1
net charge: 0
gap between HOMO and LUMO: 7.1 eV

Structure (XYZ):
```
71
Properties=species:S:1:pos:R:3:lowdin_charge:R:1
C -1.9534 2.7610 -2.6471 0.00
N -1.8859 3.4943 -1.3969 -0.03
C -1.1992 3.1360 -0.2812 -0.06
C -0.2801 1.9640 -0.3049 -0.40
C -0.7209 0.7313 -0.8984 -0.05
C 0.2121 -0.3825 -1.1688 -0.16
C -0.1397 -1.0799 -2.4925 -0.17
C 0.8628 -1.3621 -3.4238 -0.03
C 0.5142 -1.8055 -4.6828 -0.08
C -0.8370 -1.8724 -5.0579 -0.09
C -1.8413 -1.6806 -4.0834 -0.08
C -1.4846 -1.3532 -2.7696 -0.05
O 0.9189 2.0617 0.0536 -0.04
N -1.3441 4.1448 0.6134 0.08
C -0.6419 4.2784 1.9228 -0.54
C -1.2620 5.3898 2.7283 -0.06
C 0.8301 4.5779 1.6597 -0.02
C -0.7508 2.9663 2.6918 -0.02
C -2.2153 5.0608 0.0933 -0.03
C -2.5651 4.6616 -1.1414 -0.02
H -2.3380 3.4278 -3.4247 0.09
H -0.9529 2.4272 -2.9549 0.11
H -2.6012 1.8734 -2.5829 0.10
H -1.8160 0.4893 -0.8229 0.11
H 1.2083 0.1356 -1.2258 0.14
H 1.9009 -1.2239 -3.1544 0.10
H 1.3071 -2.0202 -5.3946 0.10
H -1.1068 -1.9477 -6.1269 0.10
H -2.8987 -1.7403 -4.3588 0.10
H -2.2435 -1.2799 -1.9984 0.11
H -2.3184 5.2207 2.9334 0.09
H -0.7416 5.4244 3.6848 0.09
H -1.1372 6.3675 2.2670 0.09
H 1.3023 3.7293 1.1473 0.07
H 0.9385 5.4771 1.0379 0.10
H 1.3214 4.7352 2.6318 0.10
H -0.1765 2.1838 2.1800 0.06
H -0.3359 3.1390 3.6976 0.10
H -1.8012 2.6567 2.7863 0.10
H -2.5230 5.9408 0.6018 0.12
H -3.2072 5.1414 -1.8410 0.12
C 4.2778 -3.9152 -1.5555 -0.07
C 3.8461 -2.5422 -2.0111 -0.20
O 2.5241 -2.2840 -1.4636 -0.10
C 2.4197 -1.2672 -0.5584 -0.42
C 0.9538 -1.3195 0.0082 -0.23
O 0.7478 -0.4232 1.0244 -0.17
C 1.1069 -0.3369 2.4074 -0.03
S 0.6887 -3.3049 0.2770 0.84
C -0.2988 -3.7111 1.8162 -0.24
C 0.3394 -3.7695 3.0614 -0.10
C -0.3880 -4.0135 4.2268 -0.08
C -1.7863 -4.2229 4.1504 -0.08
C -2.4247 -4.2279 2.8926 -0.08
C -1.6749 -3.9654 1.7336 -0.06
O -0.0614 -3.8817 -0.9133 -0.35
O 1.9441 -3.8624 0.6588 -0.33
O 3.2431 -0.3763 -0.3442 0.12
H 5.1588 -4.0682 -2.1853 0.08
H 4.4956 -3.9394 -0.4542 0.09
H 3.4784 -4.6646 -1.7786 0.10
H 4.5173 -1.7617 -1.6558 0.12
H 3.8087 -2.4412 -3.1085 0.13
H 0.2008 0.0444 2.9175 0.09
H 1.4132 -1.3644 2.8148 0.09
H 1.9473 0.3965 2.5298 0.11
H 1.4202 -3.6780 3.1217 0.11
H 0.1371 -4.0620 5.1902 0.11
H -2.3507 -4.4101 5.0804 0.11
H -3.4982 -4.4587 2.8497 0.11
H -2.1832 -4.0180 0.7711 0.11
```

Molecular formula: C3H5N3O
Method: DFT, ωB97M-V/def2-TZVPD

Values from the calculation:
energy: -9708.19878 eV
highest occupied orbital energy: -10.7993 eV
structure (SMILES): N#C[C@H](N)C(N)=O
spin multiplicity: 1
net charge: 0
gap between HOMO and LUMO: 11.3 eV

Structure (XYZ):
```
12
Properties=species:S:1:pos:R:3:lowdin_charge:R:1
C 1.7789 0.5562 -0.1049 -0.20
C -0.6659 0.2642 -0.4195 -0.58
C 0.5969 -0.1782 0.1787 -0.22
N 2.4342 1.3729 -0.6006 0.18
N -0.8585 1.5207 -0.0086 0.17
N 0.9893 -1.8490 -0.1586 0.05
O -1.4915 -0.3615 -1.0472 0.08
H 0.3481 -0.4253 1.2495 0.17
H -0.1497 2.1151 0.2741 0.07
H -1.7481 1.9380 -0.4451 0.17
H 0.1181 -2.2444 0.0482 0.00
H 1.0401 -1.8947 -1.2746 0.11
```

Molecular formula: C21H23CuN2O2S4
Method: DFT, ωB97M-V/def2-TZVPD

Values from the calculation:
energy: -117198.04171 eV
highest occupied orbital energy (spin up / spin down): -11.0634 / -10.6350 eV
spin multiplicity: 2
expectation value of S²: 0.793
net charge: +1
gap between HOMO and LUMO (spin up / spin down): 7.6 / 4.9 eV

Structure (XYZ):
```
53
Properties=species:S:1:pos:R:3:lowdin_charge:R:1
Cu 0.1034 -0.1498 0.7498 0.19
C -3.0073 -0.1269 1.1223 -0.44
C -2.6972 0.7981 2.2722 -0.43
S -0.8860 1.2075 2.4057 0.92
C -0.2869 1.1782 4.1704 -0.42
C -1.0481 0.3794 5.2435 -0.55
S -1.1671 -1.4155 5.3685 0.89
C -0.6254 -2.0389 3.7133 -0.51
C -1.7068 -2.2514 2.6725 -0.44
S -1.7022 -1.4097 1.0145 0.92
H -2.8673 0.4336 0.1919 0.04
H -4.0091 -0.5169 1.2847 0.10
H -3.1408 0.4808 3.1974 0.08
H -3.0815 1.8208 2.1036 0.09
H -0.2283 2.2623 4.3583 0.08
H 0.7231 0.7490 4.0216 0.06
H -2.0650 0.8463 5.3049 0.08
H -0.6464 0.5611 6.2789 0.08
H -0.1097 -2.9294 4.0482 0.06
H 0.1992 -1.4129 3.3358 0.03
H -2.7508 -2.1025 3.0658 0.10
H -1.6302 -3.2926 2.3959 0.07
O -0.1263 2.4795 -2.6218 -0.26
S -0.6951 1.2866 -2.0360 0.68
O -1.8939 1.3061 -1.2323 -0.33
N 0.4492 0.3470 -1.1862 -0.12
C 1.7433 0.3349 -1.5762 -0.27
C 2.3435 0.4433 -2.8131 0.00
C 3.7018 0.5495 -2.9044 -0.06
C 4.5331 0.5536 -1.8213 0.00
C 3.9885 0.3383 -0.5318 -0.17
C 4.7406 0.3740 0.6255 0.06
C 4.0619 0.1072 1.8586 -0.02
C 2.7714 -0.3079 1.8177 -0.11
N 2.0120 -0.2556 0.7084 0.01
C 2.6256 0.0506 -0.4546 -0.14
C -1.3117 0.3589 -3.4507 -0.28
C -2.3146 1.0497 -4.1225 -0.06
C -2.8307 0.5330 -5.3099 -0.04
C -2.3984 -0.7093 -5.7888 -0.07
C -1.5112 -1.4015 -5.0396 -0.09
C -0.9107 -0.8535 -3.9312 -0.07
H 1.7356 0.6923 -3.6879 0.13
H 4.0813 0.7357 -3.9228 0.13
H 5.6211 0.5988 -1.8726 0.13
H 5.8369 0.3901 0.5575 0.14
H 4.4931 0.4747 2.7809 0.12
H 2.3263 -0.7441 2.7298 0.12
H -2.7504 1.9847 -3.7544 0.13
H -3.5679 1.0557 -5.8505 0.10
H -2.8590 -1.1292 -6.6813 0.12
H -1.1970 -2.3582 -5.3775 0.10
H -0.0675 -1.3553 -3.4308 0.12
```

Molecular formula: C6H7Br2NO
Method: DFT, ωB97M-V/def2-TZVPD

Values from the calculation:
energy: -149953.90704 eV
highest occupied orbital energy (spin up / spin down): -8.3474 / -8.3492 eV
spin multiplicity: 1
net charge: 0
gap between HOMO and LUMO (spin up / spin down): 8.5 / 8.5 eV

Structure (XYZ):
```
17
Properties=species:S:1:pos:R:3:lowdin_charge:R:1
C -0.5959 2.2376 -0.6861 -0.10
C -0.8019 1.3335 -1.6316 -0.20
C -0.1436 1.9098 0.6859 -0.28
C -0.8667 -0.1716 -1.4300 -0.69
C 0.1136 -0.6848 -0.4583 -0.82
C 0.3255 -1.9765 1.4808 -0.08
N 0.2484 0.8103 1.1172 0.13
O -0.1825 -1.7270 0.2030 -0.22
Br -2.6096 -0.5370 -0.6603 0.80
Br 1.9956 -0.4962 -1.0313 0.73
H -0.4288 3.2725 -1.0971 0.12
H -1.2287 1.6411 -2.5920 0.11
H -0.1581 2.7262 1.3306 0.08
H -0.6911 -0.6704 -2.4607 0.14
H 1.4875 -2.2073 1.3555 0.12
H -0.1123 -2.8206 1.9866 0.09
H 0.2390 -1.0595 2.0849 0.07
```

Which of these has the lowest energy? C6H7Br2NO